{"formula": "C10H13N2", "method": "wB97M-V/def2-TZVPD", "de_lowest_ev": 3.4881, "smiles": "C/N=C1\\C=CC=CC1=[N+]=C(C)C", "charge": 1, "homo_energy_ev": -12.851, "orbital_gap_ev": 7.69, "fmax_ev_per_a": 3.961, "multiplicity": 1, "elements": ["C", "C", "C", "C", "C", "C", "C", "C", "C", "C", "N", "N", "H", "H", "H", "H", "H", "H", "H", "H", "H", "H", "H", "H", "H"], "coordinates": [[1.84214, 2.28756, -1.53414], [2.27481, 1.20183, -2.43710], [1.18524, 1.97259, -0.46331], [1.81921, -0.04044, -2.34785], [0.70563, 0.62181, -0.20146], [0.89003, -0.36935, -1.29789], [-0.91328, 0.43128, 1.68837], [-2.29741, 0.81957, 1.33174], [-0.56234, -0.15602, 2.99748], [-0.18468, -2.30721, -2.23904], [-0.01984, 0.35188, 0.81300], [0.02437, -1.35390, -1.24059], [2.17041, 3.39611, -1.57020], [3.11982, 1.44624, -3.09704], [0.90367, 2.74193, 0.26943], [2.07314, -0.74446, -3.11989], [-2.45098, 0.76786, 0.33200], [-2.50408, 1.85368, 1.57701], [-2.95343, 0.15597, 1.95476], [-1.14800, 0.20568, 3.92559], [0.47557, -0.11259, 3.07359], [-0.92968, -1.17291, 2.81763], [0.63951, -2.50586, -2.91144], [-1.00003, -1.88494, -2.75111], [-0.54459, -3.31904, -1.77310]]}

{"formula": "C10H13N2O", "method": "wB97M-V/def2-TZVPD", "de_lowest_ev": 4.1358, "smiles": "C1=C[C@]2(c3ccon3)CC[C@H](C1)[NH2+]2", "charge": 1, "homo_energy_ev": -13.480, "orbital_gap_ev": 10.47, "fmax_ev_per_a": 4.873, "multiplicity": 1, "elements": ["C", "C", "C", "C", "C", "C", "C", "C", "C", "C", "N", "N", "O", "H", "H", "H", "H", "H", "H", "H", "H", "H", "H", "H", "H", "H"], "coordinates": [[-2.78427, 1.44023, 1.04754], [-4.11481, 1.19155, 0.79362], [-2.13582, 0.36649, 0.38793], [1.08350, 1.27005, -1.06584], [-0.08110, 1.38336, -0.43619], [1.67563, -0.05121, -1.39790], [1.28372, -1.17847, 0.76740], [0.09460, -0.48821, 1.37655], [0.99429, -1.20446, -0.69482], [-0.60971, 0.09943, 0.20425], [-2.96269, -0.38340, -0.24522], [-0.47825, -0.97450, -0.88885], [-4.22925, 0.10421, 0.00211], [-2.39422, 2.20688, 1.58549], [-5.08083, 1.71748, 1.11483], [1.41356, 2.15402, -1.54172], [-0.42810, 2.32626, -0.01021], [1.56562, -0.21312, -2.41360], [2.77668, -0.10844, -1.22469], [2.24621, -0.54545, 0.93590], [1.32801, -2.16911, 1.21816], [-0.41298, -1.13835, 2.19774], [0.47571, 0.28358, 2.06072], [1.25401, -2.10355, -1.00678], [-0.75843, -0.61149, -1.85424], [-0.98787, -1.82030, -0.69476]]}

Which formula does entry 2 have?
C10H13N2O